# C2H2FO2Pr

C2H2FO2Pr as an isolated structure in a non-equilibrium geometry (ωB97M-V/def2-TZVPD, the Open Molecules 2025 dataset).

Atoms and positions in Å:
Pr1 -0.0080 -1.5571 -1.5380
F1 2.0825 -2.1054 -1.2184
O1 -0.5722 -1.0469 0.6726
C1 -0.2918 0.1551 1.0227
C2 -0.2529 1.1402 -0.0105
O2 -0.2468 0.7450 -1.2297
H1 -0.3835 0.4598 2.0735
H2 -0.3273 2.2092 0.2278

Forces on the atoms, in the same order (eV/Å):
2.7 0.4 1.6
-3.0 0.8 -0.6
0.8 -0.5 -0.9
-1.4 0.8 -0.1
0.1 0.1 0.5
0.1 -1.0 -0.1
0.4 -0.3 -0.3
0.3 -0.3 -0.2

Computed properties:
Gap between HOMO and LUMO (spin up / spin down) (eV): 7.09 / 9.63
LUMO energy (spin up / spin down) (eV): -5.8526 / -5.7005
HOMO level (spin up / spin down) (eV): -12.9 / -15.3
Total charge: +1
2S+1: 4

Partial atomic charges computed with the Mulliken method, in multiples of e:
1 Pr 1.982
2 F -0.578
3 O -0.623
4 C -0.032
5 C 0.133
6 O -0.653
7 H 0.373
8 H 0.397

---

# C2H2FO3P

An isolated ion of composition C2H2FO3P and charge -2 in a non-equilibrium geometry (ωB97M-V/def2-TZVPD, the Open Molecules 2025 dataset).

Atoms and positions in Å:
C1 1.2138 0.4152 0.7701
C2 0.4077 0.5436 -0.4009
O1 -1.2451 -1.1628 -1.6986
O2 -2.3297 0.4256 0.0152
O3 -0.7701 -1.4991 0.7746
F1 0.8685 1.3011 -1.4003
P1 -1.1980 -0.5648 -0.3444
H1 0.9382 -0.3541 1.5032
H2 2.1146 0.8953 0.7811

Forces on the atoms, in the same order (eV/Å):
0.4 -1.0 2.5
-4.8 -2.2 -0.6
-0.5 -1.0 -2.0
0.5 -0.7 -0.1
-0.1 -0.3 0.5
1.0 0.8 -1.0
0.7 2.6 0.9
0.2 0.5 -0.5
2.7 1.2 0.4

Computed properties:
Gap between HOMO and LUMO (spin up / spin down) (eV): 4.01 / 5.84
LUMO energy (spin up / spin down) (eV): 7.2315 / 6.7251
HOMO level (spin up / spin down) (eV): 3.2 / 0.9
Total charge: -2
2S+1: 3

Partial atomic charges computed with the Mulliken method, in multiples of e:
1 C -1.138
2 C 0.222
3 O -0.783
4 O -0.830
5 O -0.802
6 F -0.275
7 P 0.802
8 H 0.356
9 H 0.450

---

# C2H2FOP

One molecule with the formula C2H2FOP in a non-equilibrium geometry (ωB97M-V/def2-TZVPD, the Open Molecules 2025 dataset).

Atoms and positions in Å:
C1 1.5445 0.7983 -0.2915
C2 -1.0835 -0.0993 0.0971
O1 1.4169 1.8494 0.1404
F1 0.4094 -2.0412 -0.2265
P1 0.4050 -0.7022 0.6702
H1 -1.3726 0.9061 0.3585
H2 -1.3197 -0.7110 -0.7481

Forces on the atoms, in the same order (eV/Å):
1.2 1.7 -0.7
2.9 -0.6 1.4
0.2 -0.3 -0.3
0.7 0.1 0.1
-3.4 -1.1 0.3
-0.5 -0.1 -0.3
-1.1 0.3 -0.5

Computed properties:
Gap between HOMO and LUMO (spin up / spin down) (eV): 8.05 / 8.04
Structure (SMILES): C=P(F)=C=O
LUMO energy (spin up / spin down) (eV): -0.7830 / -0.7832
HOMO level (spin up / spin down) (eV): -8.8 / -8.8

Partial atomic charges computed with the Mulliken method, in multiples of e:
1 C 0.197
2 C -0.664
3 O -0.185
4 F -0.281
5 P 0.290
6 H 0.351
7 H 0.291

---

ΔE to the lowest compared entry with this formula, charge and spin (eV)
0.0000, 0.0005, 1.1091